*A*
Computed, not measured: the molecule C6H14N2, with the ωB97M-V functional and the def2-TZVPD basis.

```
22
Properties=species:S:1:pos:R:3
C -0.45 -1.08 2.21
C 0.12 -1.66 0.98
C -0.01 -0.77 -0.26
N -0.54 1.15 -2.47
C 0.50 1.26 -1.56
C 0.73 0.51 -0.48
C 1.37 2.48 -1.60
N -1.71 -1.54 2.70
H -0.48 -0.01 2.09
H 0.29 -1.34 3.02
H 1.19 -1.90 1.25
H -0.33 -2.62 0.73
H -1.07 -0.66 -0.67
H 0.29 -1.44 -1.05
H -0.31 0.59 -3.26
H -1.53 1.37 -2.11
H 1.54 0.74 0.28
H 1.36 3.17 -0.70
H 2.37 2.35 -1.75
H 0.93 3.11 -2.48
H -1.79 -2.52 2.88
H -2.48 -1.19 2.23
```

Computed properties:
Net charge: 0
Frontier orbital gap in eV: 9.477
E_LUMO in hartree: 0.03379
Structure (SMILES): C/C(N)=C/CCCN

---

*B*
Computed, not measured: a 2-piece molecular cluster, C6H14N2 overall, with the ωB97M-V functional and the def2-TZVPD basis.

```
22
Properties=species:S:1:pos:R:3
C -1.66 0.27 -0.48
C -0.72 1.12 -1.25
N -2.30 0.92 0.62
C -0.85 -1.14 0.06
N -1.54 -1.84 0.89
H -2.40 -0.20 -1.13
H -1.64 1.43 1.19
H -2.76 0.23 1.20
H -1.47 -2.84 0.74
H -0.35 -1.59 -0.81
H 0.31 1.06 -0.71
H -0.97 2.17 -1.24
H -0.56 0.76 -2.26
C 2.67 0.00 -0.45
C 1.56 0.46 0.45
C 0.77 -0.43 1.16
H 1.61 1.49 0.76
H 2.54 -1.05 -0.74
H 2.73 0.60 -1.35
H 3.63 0.07 0.07
H 0.25 -0.06 2.04
H 1.15 -1.44 1.26
```

Computed properties:
Net charge: 0
Frontier orbital gap (spin up / spin down) in eV: 8.428 / 8.429
E_LUMO (spin up / spin down) in hartree: 0.00867 / 0.00869
Structure (SMILES): [H]/N=C/[C@H](C)N.C=CC

---

*C*
Computed, not measured: the molecule C6H14N2, with the ωB97M-V functional and the def2-TZVPD basis.

```
22
Properties=species:S:1:pos:R:3
C -0.12 0.38 1.03
C -0.79 1.63 1.56
C -1.53 0.58 -1.12
C 1.25 -1.86 -0.02
C -0.57 -0.18 -0.24
C 0.15 -1.29 -0.71
N 1.51 0.72 0.87
N -0.09 -1.72 -2.02
H -0.03 -0.37 1.83
H 1.63 1.47 0.20
H 2.00 0.94 1.73
H -0.38 -1.03 -2.69
H 0.60 -2.36 -2.39
H -0.32 1.96 2.49
H -1.84 1.41 1.78
H -0.76 2.44 0.84
H -2.12 -0.10 -1.74
H -2.25 1.15 -0.54
H -1.04 1.29 -1.81
H 1.78 -2.66 -0.52
H 1.10 -2.08 1.03
H 1.82 -0.32 0.43
```

Computed properties:
Net charge: 0
Frontier orbital gap in eV: 6.906
E_LUMO in hartree: 0.02701

---

*D*
Computed, not measured: the molecule C6H14N2, with the ωB97M-V functional and the def2-TZVPD basis.

```
22
Properties=species:S:1:pos:R:3
C -0.52 -0.29 -0.21
C -0.40 0.74 0.92
C -1.64 0.10 -1.18
C -0.82 -1.67 0.38
C 1.97 -0.70 -0.35
N 0.76 -0.24 -1.01
C 0.42 1.98 0.52
N 0.96 2.79 1.30
H 0.74 1.89 -0.57
H 0.75 2.66 2.29
H 0.06 0.30 1.80
H -1.40 1.09 1.20
H 0.62 -0.79 -1.85
H -1.69 -0.61 -2.01
H -2.60 0.12 -0.67
H -1.44 1.09 -1.59
H -1.76 -1.65 0.93
H -0.90 -2.42 -0.41
H -0.04 -1.99 1.08
H 2.80 -0.59 -1.04
H 1.96 -1.74 -0.02
H 2.16 -0.07 0.51
```

Computed properties:
Net charge: 0
Frontier orbital gap in eV: 9.588
E_LUMO in hartree: 0.03176
Structure (SMILES): [H]/N=C\CC(C)(C)NC

---

Energy comparison, zero being the most stable, in kcal/mol: *A* 33.3; *B* 61.7; *C* 37.4; *D* 0.0.

---

*A*
Computed, not measured: the molecule C6H14N2, with the ωB97M-V functional and the def2-TZVPD basis.

```
22
Properties=species:S:1:pos:R:3
C -1.25 0.78 2.03
C -1.22 -0.60 1.35
C -0.81 -0.71 -0.21
N 0.98 -1.01 -2.47
C 1.41 -0.36 -1.27
C 0.58 -0.14 -0.25
C 2.81 0.17 -1.18
N -2.00 1.86 1.27
H -0.20 1.19 2.09
H -1.78 0.66 2.99
H -0.42 -1.24 1.72
H -2.18 -1.04 1.71
H -1.60 -0.15 -0.77
H -1.01 -1.72 -0.61
H 0.33 -1.78 -2.33
H 0.30 -0.44 -2.99
H 0.91 0.42 0.62
H 2.83 1.23 -0.86
H 3.25 -0.31 -0.29
H 3.51 -0.11 -1.99
H -2.89 1.40 1.09
H -1.55 1.91 0.37
```

Computed properties:
Net charge: 0
Frontier orbital gap in eV: 9.730
E_LUMO in hartree: 0.03043
Structure (SMILES): C/C(N)=C/CCCN

---

*B*
Computed, not measured: C6H14N2 as an isolated structure, with the ωB97M-V functional and the def2-TZVPD basis.

```
22
Properties=species:S:1:pos:R:3
C -1.43 1.26 0.37
C -1.01 -0.14 0.81
N -1.19 -1.13 -0.49
N -1.56 -0.52 1.95
H -1.38 -2.05 -0.11
H -1.96 -0.83 -1.09
H -1.33 -1.50 2.16
H -1.15 1.98 1.14
H -0.97 1.55 -0.58
H -2.51 1.28 0.27
C 1.04 -0.26 -1.94
C 1.51 0.98 0.85
C 0.71 -0.96 -0.66
C 0.75 -0.32 0.64
H 0.92 -2.03 -0.69
H 1.00 -1.04 1.43
H 2.13 -0.23 -2.05
H 0.64 -0.79 -2.81
H 1.31 1.72 0.07
H 2.59 0.82 0.89
H 1.20 1.43 1.80
H 0.68 0.77 -1.96
```

Computed properties:
Net charge: 0
Frontier orbital gap in eV: 7.685
E_LUMO in hartree: 0.02678

---

Energy comparison, zero being the most stable, in kcal/mol: *A* 0.0; *B* 37.1.

---

*A*
Computed, not measured: the molecule C6H14N2, with the ωB97M-V functional and the def2-TZVPD basis.

```
22
Properties=species:S:1:pos:R:3
N 1.87 -2.18 -1.78
C 1.43 -1.44 -0.63
C 0.04 -0.87 -0.92
N -0.63 -0.31 0.23
C -1.72 0.62 -0.08
C -1.39 1.98 0.55
C -0.10 1.75 1.32
C 0.13 0.25 1.38
H 1.20 -2.89 -2.05
H 2.76 -2.65 -1.67
H 1.31 -1.97 0.32
H 2.10 -0.60 -0.45
H 0.05 -0.20 -1.78
H -0.51 -1.75 -1.27
H -1.90 0.70 -1.15
H -2.61 0.23 0.38
H -1.31 2.73 -0.23
H -2.25 2.32 1.14
H -0.15 2.23 2.31
H 0.76 2.21 0.83
H 1.19 0.08 1.28
H -0.28 -0.22 2.27
```

Computed properties:
Net charge: 0
Frontier orbital gap in eV: 9.019
E_LUMO in hartree: 0.03962
Structure (SMILES): NCCN1CCCC1

---

*B*
Computed, not measured: a 3-piece molecular cluster, C6H14N2 overall, with the ωB97M-V functional and the def2-TZVPD basis.

```
22
Properties=species:S:1:pos:R:3
C -0.56 -0.18 0.35
C 0.05 -0.17 -0.89
C -2.26 0.50 -0.86
C -0.33 0.89 1.37
C 1.84 -1.12 -0.07
N 1.93 -2.49 0.11
N -2.69 1.81 -0.58
C 2.83 -0.27 0.20
H -0.89 -1.14 0.76
H 1.24 -3.06 -0.34
H 2.84 -2.89 0.32
H -2.82 2.00 0.40
H -2.13 2.53 -1.02
H 0.53 0.75 -1.22
H -0.18 -0.90 -1.65
H -2.21 0.33 -1.93
H -2.90 -0.25 -0.41
H -1.25 1.08 1.94
H 0.42 0.56 2.08
H -0.01 1.82 0.91
H 2.70 0.80 0.10
H 3.85 -0.59 0.44
```

Computed properties:
Net charge: 0
Frontier orbital gap in eV: 7.361
E_LUMO in hartree: 0.03309

---

Energy comparison, zero being the most stable, in kcal/mol: *A* 0.0; *B* 104.8.

---

*A*
Computed, not measured: C11H17BN6Ti as an isolated structure, with the ωB97M-V functional and the def2-TZVPD basis.

```
36
Properties=species:S:1:pos:R:3
H 1.49 3.69 1.12
N 1.09 1.90 -0.03
B 0.02 0.39 -1.94
N 0.57 1.71 -1.29
C 0.65 2.88 -1.96
Ti 2.40 0.78 1.02
H 0.47 2.92 -3.03
C 1.03 3.87 -1.07
H 1.17 4.91 -1.32
C 1.24 3.26 0.15
H 0.12 0.52 -3.15
C -2.46 -2.31 3.70
H -1.63 -2.81 4.21
H -2.08 -1.44 3.18
H -2.89 -3.00 2.98
N -1.51 -0.05 -1.63
N 1.16 -0.58 -1.49
N -1.83 -0.31 -0.33
N 1.77 -0.66 -0.26
C -2.62 -0.26 -2.37
C 1.75 -1.47 -2.31
H -2.56 -0.13 -3.44
H 1.55 -1.47 -3.37
C -3.68 -0.63 -1.51
C 2.61 -2.27 -1.57
C -3.09 -0.62 -0.25
C 2.59 -1.78 -0.26
H -4.71 -0.88 -1.79
H 3.20 -3.06 -1.95
H -3.47 -0.81 0.75
H 3.08 -2.14 0.62
H -3.18 -2.03 4.40
C 1.89 0.48 3.20
H 1.38 1.30 3.73
H 2.91 0.57 3.58
H 1.55 -0.45 3.69
```

Computed properties:
Net charge: +2
Frontier orbital gap (spin up / spin down) in eV: 2.828 / 2.821
E_LUMO (spin up / spin down) in hartree: -0.39948 / -0.39971

---

*B*
Computed, not measured: C11H17BN6Ti as an isolated structure, with the ωB97M-V functional and the def2-TZVPD basis.

```
36
Properties=species:S:1:pos:R:3
H -1.74 -1.50 3.46
N -0.75 -1.36 1.52
B 1.17 -1.60 -0.29
N 0.41 -1.93 1.04
C 0.77 -2.92 1.87
Ti -2.48 -0.79 0.57
H 1.55 -3.62 1.61
C -0.02 -2.89 3.00
H 0.04 -3.55 3.85
C -0.95 -1.88 2.80
H 1.85 -2.56 -0.58
C -0.34 4.98 -0.41
H -1.33 5.08 -0.87
H -0.29 4.03 0.15
H 0.43 4.96 -1.20
N 2.20 -0.34 -0.28
N -0.03 -1.54 -1.28
N 1.69 0.88 -0.03
N -1.25 -0.92 -1.07
C 3.54 -0.16 -0.49
C -0.04 -2.12 -2.49
H 4.16 -1.00 -0.73
H 0.73 -2.79 -2.81
C 3.85 1.20 -0.33
C -1.21 -1.77 -3.16
C 2.61 1.81 -0.01
C -1.95 -0.99 -2.27
H 4.77 1.70 -0.42
H -1.49 -2.07 -4.15
H 2.30 2.81 0.21
H -2.91 -0.50 -2.40
H -0.16 5.79 0.24
C -3.54 1.14 1.13
H -3.41 1.51 2.17
H -4.59 0.83 1.15
H -3.59 2.07 0.52
```

Computed properties:
Net charge: +2
Frontier orbital gap (spin up / spin down) in eV: 2.753 / 2.700
E_LUMO (spin up / spin down) in hartree: -0.40588 / -0.40690

---

Energy comparison, zero being the most stable, in kcal/mol: *A* 0.0; *B* 6.0.

---

*A*
Computed, not measured: a 2-piece molecular cluster, C4H14N3 overall, with the ωB97M-V functional and the def2-TZVPD basis.

```
21
Properties=species:S:1:pos:R:3
C 0.52 0.13 -2.30
C 0.74 -1.31 -0.31
N 0.52 -1.18 -1.62
N 1.65 -0.58 0.30
N 0.14 -2.27 0.39
H 0.07 -1.92 -2.12
H 2.18 0.15 -0.15
H 1.95 -0.78 1.24
H -0.58 -2.82 -0.06
H 0.17 -2.39 1.38
H 1.52 0.37 -2.64
H 0.15 0.93 -1.65
H -0.17 0.14 -3.13
C -1.58 0.85 1.36
C -0.60 2.02 1.28
H -2.12 0.83 2.31
H -2.39 0.95 0.65
H -1.16 -0.15 1.29
H -0.32 2.35 2.28
H 0.35 1.80 0.79
H -1.01 2.87 0.74
```

Computed properties:
Net charge: +1
Frontier orbital gap in eV: 11.788
E_LUMO in hartree: -0.11278

---

*B*
Computed, not measured: a 2-piece molecular cluster, C4H14N3 overall, with the ωB97M-V functional and the def2-TZVPD basis.

```
21
Properties=species:S:1:pos:R:3
C 0.66 -1.14 1.59
C -1.17 -1.49 -0.22
N -0.46 -0.79 0.79
N -1.19 -2.79 -0.10
N -1.70 -0.57 -1.01
H -0.27 0.34 0.59
H -1.01 -3.29 0.87
H -1.51 -3.26 -0.93
H -2.39 0.01 -0.41
H -1.88 -0.72 -1.99
H 1.48 -0.30 1.40
H 0.96 -2.09 1.20
H 0.35 -1.22 2.67
C 0.93 1.83 -1.20
C 1.05 2.53 0.13
H 1.48 0.95 -1.20
H 0.00 1.62 -1.70
H 1.36 2.38 -2.03
H 0.39 3.46 0.25
H 2.08 2.71 0.38
H 0.82 1.85 0.93
```

Computed properties:
Net charge: +1
Frontier orbital gap in eV: 10.383
E_LUMO in hartree: -0.14078

---

Energy comparison, zero being the most stable, in kcal/mol: *A* 0.0; *B* 57.7.

---

*A*
Computed, not measured: a 2-piece molecular cluster, C4H14N3 overall, with the ωB97M-V functional and the def2-TZVPD basis.

```
21
Properties=species:S:1:pos:R:3
C -1.92 0.79 2.21
N -0.69 0.64 1.40
C -0.24 1.93 0.78
H -2.13 -0.16 2.69
H -1.81 1.64 2.88
H -2.77 1.03 1.56
H -0.85 -0.09 0.63
H 0.00 0.20 2.01
H -1.10 2.29 0.22
H 0.64 1.73 0.17
H -0.07 2.60 1.62
C 2.47 -1.40 -1.98
N 1.31 -1.40 -1.09
C 0.07 -1.17 -1.54
N -0.97 -1.02 -0.78
H 3.26 -2.01 -1.57
H 2.14 -1.73 -2.97
H 2.85 -0.38 -2.12
H 1.52 -1.36 -0.11
H 0.04 -1.12 -2.63
H -1.77 -0.98 -1.39
```

Computed properties:
Net charge: +1
Frontier orbital gap in eV: 10.111
E_LUMO in hartree: -0.10512

---

*B*
Computed, not measured: a 2-piece molecular cluster, C4H14N3 overall, with the ωB97M-V functional and the def2-TZVPD basis.

```
21
Properties=species:S:1:pos:R:3
C 0.88 1.72 0.56
N 2.70 0.38 -1.18
C 1.39 0.62 -1.47
N 0.49 1.19 -0.75
H 0.00 2.14 1.03
H 1.62 2.52 0.46
H 1.32 0.95 1.22
H 3.34 0.49 -1.95
H 3.02 0.76 -0.30
H 1.09 0.37 -2.48
C -2.63 -0.56 0.23
N -1.22 -0.92 -0.05
C -0.45 -1.59 1.04
H -3.08 -0.22 -0.70
H -3.17 -1.43 0.59
H -2.66 0.24 0.96
H -0.69 0.00 -0.26
H -1.11 -1.47 -0.90
H -0.43 -0.94 1.92
H 0.56 -1.75 0.70
H -0.97 -2.50 1.32
```

Computed properties:
Net charge: +1
Frontier orbital gap in eV: 10.630
E_LUMO in hartree: -0.10337

---

*C*
Computed, not measured: a 3-piece molecular cluster, C4H14N3 overall, with the ωB97M-V functional and the def2-TZVPD basis.

```
21
Properties=species:S:1:pos:R:3
N 0.71 -1.56 0.45
C 4.50 1.03 3.62
C 3.79 0.26 2.79
N -1.77 -0.16 -0.32
C -2.50 -0.68 -1.34
C -2.98 0.52 -2.35
N -1.80 1.14 -2.85
H -0.06 -1.06 -0.02
H 1.41 -1.92 -0.20
H 0.22 -2.44 0.64
H 4.26 2.09 3.65
H 5.15 0.74 4.43
H 3.01 0.69 2.17
H 3.98 -0.79 2.64
H -2.39 -0.04 0.50
H -3.44 -1.18 -1.08
H -1.83 -1.27 -1.97
H -3.48 0.12 -3.22
H -3.56 1.17 -1.71
H -1.21 1.61 -2.17
H -1.99 1.72 -3.66
```

Computed properties:
Net charge: +1
Frontier orbital gap in eV: 2.972
E_LUMO in hartree: -0.32070

---

Energy comparison, zero being the most stable, in kcal/mol: *A* 0.0; *B* 4.3; *C* 146.9.

---

*A*
Computed, not measured: an isolated ion of composition C4H14N3 and charge +1, with the ωB97M-V functional and the def2-TZVPD basis.

```
21
Properties=species:S:1:pos:R:3
N 1.54 -2.37 0.26
C 0.25 -2.25 0.97
C 0.00 -0.69 1.03
N 0.03 -0.15 -0.33
C 0.58 1.23 -0.49
C -0.43 2.27 -1.03
N -1.75 1.80 -0.43
H 1.43 -2.88 -0.61
H 0.57 -0.75 -0.96
H 2.09 -3.04 0.80
H -0.52 -2.85 0.51
H 0.26 -2.47 2.04
H -1.02 -0.50 1.38
H 0.74 -0.25 1.69
H -0.95 0.04 -0.63
H 1.36 1.24 -1.24
H 1.07 1.56 0.43
H -0.17 3.25 -0.64
H -0.65 2.29 -2.10
H -2.51 2.13 -1.03
H -1.92 2.39 0.39
```

Computed properties:
Net charge: +1
Frontier orbital gap in eV: 11.365
E_LUMO in hartree: -0.09749
Structure (SMILES): NCC[NH2+]CCN

---

*B*
Computed, not measured: a 2-piece molecular cluster, C4H14N3 overall, with the ωB97M-V functional and the def2-TZVPD basis.

```
21
Properties=species:S:1:pos:R:3
C -0.31 2.56 0.57
C -1.62 1.79 0.66
N -1.46 0.36 0.30
H -0.01 2.75 -0.46
H -0.46 3.53 1.04
H 0.49 2.06 1.11
H -2.00 1.88 1.68
H -2.35 2.23 -0.01
H -1.34 -0.20 1.15
H -2.30 0.00 -0.14
C 1.46 -1.17 -0.67
C 0.84 -2.29 -0.30
N 1.44 -3.46 0.06
N 0.66 -0.05 -1.18
H 2.53 -1.01 -0.65
H -0.24 -2.32 -0.39
H 0.90 -4.06 0.67
H 2.40 -3.38 0.37
H 1.19 0.81 -1.08
H -0.34 0.12 -0.54
H 0.52 -0.16 -2.19
```

Computed properties:
Net charge: +1
Frontier orbital gap in eV: 9.751
E_LUMO in hartree: -0.09994

---

Energy comparison, zero being the most stable, in kcal/mol: *A* 6.6; *B* 0.0.

---

*A*
Computed, not measured: C5H15N3O as an isolated structure, with the ωB97M-V functional and the def2-TZVPD basis.

```
24
Properties=species:S:1:pos:R:3
C 1.80 -1.20 0.48
N 2.84 -0.55 1.08
C 1.21 0.48 -1.23
C 1.60 1.67 -0.79
O 0.78 -1.50 1.13
H -0.59 -1.16 0.25
H 2.10 -1.77 -0.41
H 2.60 0.03 1.88
H 3.59 -0.21 0.50
H 1.60 0.13 -2.18
H 1.26 2.06 0.16
H 2.31 2.30 -1.31
C -2.21 0.15 0.23
C -1.58 1.04 1.29
N -1.18 -0.64 -0.46
N -1.67 -1.57 -1.42
H -0.02 0.00 -0.91
H -2.34 -2.21 -0.98
H -2.15 -1.06 -2.15
H -2.95 -0.52 0.70
H -2.74 0.75 -0.51
H -1.02 0.44 2.01
H -2.35 1.60 1.83
H -0.89 1.75 0.83
```

Computed properties:
Net charge: 0
Frontier orbital gap in eV: 8.965
E_LUMO in hartree: 0.03839

---

*B*
Computed, not measured: a 2-piece molecular cluster, C5H15N3O overall, with the ωB97M-V functional and the def2-TZVPD basis.

```
24
Properties=species:S:1:pos:R:3
C -0.23 1.16 -0.68
C -1.52 1.50 -1.42
C 0.90 0.86 -1.67
N -0.40 -0.03 0.24
N -1.69 -0.29 0.80
H 0.09 -0.99 -0.07
H 0.07 2.00 -0.05
H -2.00 0.52 1.34
H -2.34 -0.46 0.05
H -1.32 2.33 -2.10
H -2.32 1.81 -0.76
H -1.86 0.66 -2.03
H 0.62 0.03 -2.33
H 1.82 0.59 -1.15
H 1.09 1.74 -2.28
C 1.27 -2.10 0.33
C 0.78 -0.12 1.37
N 0.25 -0.55 2.58
O 1.71 0.64 1.26
H -0.36 -1.35 2.51
H 0.98 -0.66 3.27
H 2.18 -2.11 0.93
H 1.59 -2.19 -0.72
H 0.68 -2.98 0.59
```

Computed properties:
Net charge: 0
Frontier orbital gap in eV: 7.867
E_LUMO in hartree: 0.02483

---

Energy comparison, zero being the most stable, in kcal/mol: *A* 0.0; *B* 3.6.